# C5H35NO11

12 unconnected molecules or ions with the total composition C5H35NO11 in a non-equilibrium geometry (the ωB97M-V functional and the def2-TZVPD basis, OMol25).

XYZ file:
```
52
Properties=species:S:1:pos:R:3
O -2.19687 -1.63632 -4.11162
O -3.48403 0.69032 -3.76115
O 4.21832 0.56742 1.16609
O 2.08467 -4.02608 1.06029
O 3.56720 2.36970 -0.78719
O 4.01486 -1.88664 0.02688
O 0.84527 4.42287 -0.43133
O 1.33701 2.99748 2.26016
O -0.98520 -3.99099 -3.23752
O 0.97902 0.93654 4.09198
O -0.90472 3.85478 3.71038
N -0.87568 -1.40405 -0.95082
C -3.61947 0.53405 0.55224
C -1.50421 -0.83355 0.24521
C -3.05558 -0.80244 0.11503
C -1.04837 -1.45923 1.56219
C 0.41662 -0.87783 -1.35344
H 4.56312 -2.37486 0.65105
H 4.55454 -0.28442 0.82753
H 0.96685 3.63341 1.63442
H -1.00834 2.89752 3.77020
H 2.57053 -3.19808 1.01505
H -3.71278 1.55503 -3.41706
H -1.83939 -1.06466 -4.79916
H 2.29248 2.92916 2.20495
H 1.47080 -4.06117 0.32315
H 0.02144 3.93277 3.96887
H -3.25746 1.32309 -0.09822
H 1.06411 -1.66618 -1.73432
H -1.79034 -2.19103 1.81858
H -3.41331 -1.61028 0.76819
H -3.13908 -1.65283 -4.29820
H -3.42501 -1.17837 -0.84045
H -4.70384 0.53173 0.40255
H 0.45809 5.04962 -1.04542
H 0.88811 -0.32305 -0.53445
H 1.89548 0.92289 4.37088
H -3.20371 0.10725 -3.04958
H 4.06306 3.13787 -0.47521
H -1.25228 0.23217 0.19263
H 3.94566 1.70005 -0.17130
H 0.96334 1.22998 3.16923
H -1.81327 -3.60851 -2.92451
H 0.29814 -0.18272 -2.18368
H -1.15250 -0.75373 2.39320
H -0.04418 -1.86555 1.61996
H -0.79390 -2.40573 -0.81725
H -3.53833 0.75324 1.61215
H 1.53620 3.92770 -0.88402
H -0.80725 -3.30435 -3.89304
H 3.25851 0.48092 1.13856
H 4.29569 -2.07494 -0.87268
```

The LUMO energy is -0.1319 eV. The HOMO energy comes out at -8.5 eV. As for the structure (SMILES): CC[C@@H](C)NC.O.O.O.O.O.O.O.O.O.O.O.

# C12H35N3O4

4 unconnected molecules or ions with the total composition C12H35N3O4 in a non-equilibrium geometry (the ωB97M-V functional and the def2-TZVPD basis, OMol25).

XYZ file:
```
54
Properties=species:S:1:pos:R:3
O 0.08757 -16.77556 11.12492
O -0.78453 -13.87531 8.23350
O -0.59692 -16.29544 6.61403
O 1.76133 -8.53679 8.37354
N 2.25631 -12.17755 8.08378
N 1.17677 -14.57000 10.13186
N 2.73764 -14.83718 6.15264
C -1.01371 -17.26446 7.56178
C 0.55388 -14.41667 11.45095
C 2.89921 -7.68828 8.40743
C 0.81623 -14.98568 4.54964
C -0.20799 -13.10779 11.46805
C 1.76214 -10.45762 6.37468
C 0.80625 -16.30384 6.62173
C 2.06203 -9.87458 8.80522
C -0.49314 -15.57205 11.60845
C 2.53839 -10.78426 7.66657
C 1.27152 -14.97290 6.00791
C -0.62930 -17.91058 11.48366
H 3.27389 -15.50635 5.54750
H 1.22992 -14.52944 12.33060
H 2.63341 -6.74566 7.93018
H -0.25574 -18.87573 11.15341
H 3.03241 -14.91087 7.11471
H 3.20535 -7.58395 9.44796
H 2.00902 -11.09520 5.53722
H -2.10468 -17.36213 7.52040
H 2.91918 -12.73740 7.56314
H 0.45955 -12.24102 11.48032
H -0.57574 -17.03517 8.54243
H -0.76059 -17.99233 12.55929
H 0.83574 -14.15271 6.56324
H 1.76447 -15.35673 10.00568
H 1.14025 -10.27841 9.30037
H 2.04252 -9.49001 6.04696
H -1.56668 -17.91576 10.88648
H -0.96407 -12.98822 12.25357
H 1.07282 -14.05783 4.02775
H -0.25837 -15.07350 4.50721
H -0.66097 -18.24859 7.22690
H 1.25162 -15.84426 4.01011
H -0.81160 -13.04128 10.56508
H -0.77563 -15.61515 12.66730
H 1.32745 -12.35929 7.68023
H 2.79192 -9.94965 9.62023
H 3.61162 -10.65238 7.44701
H 0.71781 -10.66348 6.62582
H -1.10320 -14.48354 7.56446
H -0.21207 -14.39756 8.83542
H 3.80138 -8.01841 7.93681
H -1.45263 -15.38056 11.10266
H 1.79773 -13.81789 9.82203
H 1.15626 -16.46929 7.65835
H 1.19518 -17.14024 6.02242
```

The LUMO energy is 0.8240 eV. The HOMO energy comes out at -9.1 eV. As for the structure (SMILES): COC[C@H](C)N.COC[C@H](C)N.COC[C@H](C)N.O.

# C14H27BN8OSi

7 unconnected molecules or ions with the total composition C14H27BN8OSi in a non-equilibrium geometry (the ωB97M-V functional and the def2-TZVPD basis, OMol25).

XYZ file:
```
52
Properties=species:S:1:pos:R:3
Si -1.39052 -0.82164 2.93361
O -2.49293 -3.27426 1.75947
N 2.75326 4.66937 0.79463
N 0.58449 2.02239 4.09729
N 0.09444 -3.36180 2.00390
N 0.77317 -2.95266 -5.77027
N 5.04291 -1.66605 3.08444
N -1.21291 0.56701 -0.94880
N -3.94946 1.87296 -0.72310
N -3.23330 -2.50320 -2.57172
C -2.39165 -2.06805 -3.40391
C -0.80626 -4.47227 -7.48200
C 4.58721 -1.29564 4.20041
C 1.60883 2.09866 3.36575
C 2.84353 2.19049 2.48411
C 3.06884 4.30163 -0.36960
C -4.33414 4.06393 0.94589
C -0.95939 0.46374 0.39987
C -1.37717 -1.54370 -4.40694
C -4.12396 2.86647 0.03370
C -2.18824 0.25144 1.50081
C 4.03809 -0.84923 5.54554
C 3.44929 3.85829 -1.77278
C 0.05701 -3.64173 -6.54651
B -1.21261 -2.61410 2.19793
H -2.26886 0.48122 -1.02341
H -1.41817 -3.81537 -8.10623
H 2.73743 1.52444 1.62345
H 4.10327 0.23882 5.63229
H -2.46479 -3.19450 0.74109
H -2.13190 -0.75641 4.18487
H -1.83284 -1.47882 -5.39880
H -2.65772 1.25284 1.88330
H -1.03535 -0.54942 -4.10631
H -5.30713 3.99027 1.43952
H 0.90140 -2.76480 2.32906
H 3.58440 4.73223 -2.41605
H -4.30003 4.98784 0.36207
H 3.73046 1.89859 3.05313
H -3.55000 4.09468 1.70735
H -0.08438 -0.17223 3.20036
H -0.17226 -5.08722 -8.12675
H 2.99156 -1.15200 5.64000
H 4.61529 -1.30617 6.35405
H 2.97119 3.21619 2.12708
H 0.17753 -3.50821 0.95279
H 0.13813 0.48573 0.86860
H 4.38288 3.28977 -1.74383
H -3.01901 -0.45398 1.01656
H -0.51682 -2.21694 -4.45362
H -1.46342 -5.12545 -6.90136
H 2.66061 3.22683 -2.19092
```

The LUMO energy is 0.4638 eV. The HOMO energy comes out at -9.3 eV. As for the structure (SMILES): [H]/N=C\C[SiH2]B(N)O.CC#N.CC#N.CC#N.CC#N.CC#N.CC#N.

# H7O3

3 unconnected molecules or ions with the total composition H7O3 in a non-equilibrium geometry (the ωB97M-V functional and the def2-TZVPD basis, OMol25).

XYZ file:
```
10
Properties=species:S:1:pos:R:3
O -0.41531 -2.06242 -0.83854
O -0.04935 2.06142 1.15649
O 0.72092 0.03255 -0.28515
H -0.96049 -2.46374 -0.13317
H -0.45179 1.73409 2.00977
H -0.01613 -0.71521 -0.41210
H -0.35496 2.97163 0.89109
H 1.45060 0.17166 -0.92456
H -0.49272 -2.65071 -1.61683
H 0.56923 0.92073 0.15301
```

As for the multiplicity: 2. Its total charge is +2. The LUMO energy (alpha / beta) is -9.1260 / -18.0668 eV. The HOMO energy (alpha / beta) comes out at -23.4 / -21.3 eV. Its expectation value of S² is 0.755.

E for the records above, in order: -29765.04041 -25669.99255 -37470.96520 -6231.39131 eV
Energy above the lowest of the compared OMol25 structures with the same formula, charge and spin for the records above, in order: 34.8 25.5 120.6 7.9 kcal per mole